# C5H42NO14S

A molecular structure, C5H42NO14S at a distorted geometry (the ωB97M-V functional and the def2-TZVPD basis, the Open Molecules 2025 dataset).

Gap between HOMO and LUMO = 7.11 eV
Max |F| = 15.3 eV/A
LUMO level = -2.361 eV
Total energy = -1721.4544 hartree
Energy relative to the best compared isomer or geometry (same formula, charge and spin) = 69.05 kcal per mole
Total charge = +1

Cartesian coordinates (Å):
1 C 1.051 -0.082 0.057
2 C -0.100 0.860 0.306
3 C -0.175 1.183 1.799
4 C -1.497 0.528 2.207
5 S -2.134 0.141 0.541
6 C -3.725 -0.702 1.221
7 N -0.249 1.954 -0.692
8 H 1.970 0.523 0.027
9 H 0.861 -0.686 -0.839
10 H 1.128 -0.793 0.894
11 H -1.618 -1.037 0.018
12 H 0.739 0.731 2.257
13 H -0.058 2.241 2.093
14 H -1.299 -0.255 2.948
15 H -2.184 1.226 2.690
16 H -3.819 -1.749 0.975
17 H -4.488 -0.093 0.713
18 H -3.810 -0.504 2.283
19 H -0.415 1.634 -1.666
20 H -1.142 2.444 -0.477
21 H 0.635 2.478 -0.760
22 H 3.409 -0.423 -1.248
23 H 3.876 0.984 -1.388
24 O 3.478 0.285 -1.927
25 H -4.248 1.626 -3.247
26 H -3.052 1.281 -2.428
27 O -3.739 2.018 -2.526
28 H 3.084 -1.919 -0.946
29 H 4.621 -1.826 -1.358
30 O 3.860 -1.312 -1.058
31 H -2.641 4.161 -0.521
32 H -2.526 3.782 -1.919
33 O -1.939 4.008 -1.176
34 H 1.447 1.155 -3.679
35 H 1.873 0.675 -2.247
36 O 1.123 1.044 -2.784
37 H 0.023 -2.979 1.836
38 H 1.568 -2.791 2.028
39 O 0.887 -3.186 1.437
40 H -3.487 -0.604 -2.369
41 H -1.791 -0.504 -2.407
42 O -2.665 -0.249 -2.012
43 H 3.362 1.057 1.422
44 H 3.475 2.609 1.151
45 O 3.029 1.794 0.897
46 H 1.997 -3.793 -1.399
47 H 1.290 -3.018 -0.278
48 O 1.773 -2.890 -1.138
49 H 2.784 -0.920 2.035
50 H 3.187 -1.394 3.526
51 O 2.695 -1.619 2.734
52 H 0.211 -1.725 -2.835
53 H -0.130 -0.289 -3.070
54 O -0.541 -1.168 -3.116
55 H -1.524 -3.507 3.506
56 H -2.020 -3.546 1.964
57 O -1.603 -3.048 2.666
58 H 4.894 -0.110 1.444
59 H 3.619 -0.324 0.575
60 O 3.967 0.130 1.359
61 H -4.877 2.132 1.322
62 H -4.243 1.946 -0.135
63 O -4.177 2.416 0.714

---

# C5H4AlO

A molecular structure, C5H4AlO at a distorted geometry (the ωB97M-V functional and the def2-TZVPD basis, the Open Molecules 2025 dataset).

Gap between HOMO and LUMO = 8.21 eV
Max |F| = 3.2 eV/A
LUMO level = -5.165 eV
Total energy = -510.2251 hartree
Total charge = +1

Cartesian coordinates (Å):
1 C 1.471 1.720 -0.098
2 H 1.137 2.752 0.033
3 H 0.778 1.510 -2.269
4 H 2.314 1.465 0.549
5 C 1.267 1.006 -1.433
6 C 0.471 0.619 -0.282
7 C -0.392 -0.241 0.245
8 C -1.030 -0.504 1.359
9 O -1.743 -0.875 2.202
10 Al -0.752 -1.791 -1.670
11 H 2.238 0.484 -1.636

---

# C5H4Br2S

2 unconnected molecules or ions with the total composition C5H4Br2S at a distorted geometry (the ωB97M-V functional and the def2-TZVPD basis, the Open Molecules 2025 dataset).

Gap between HOMO and LUMO = 8.17 eV
Max |F| = 4.4 eV/A
SMILES = BrC#CSBr.C#CC
LUMO level = -0.573 eV
Total energy = -5738.9707 hartree
Energy relative to the best compared isomer or geometry (same formula, charge and spin) = 87.70 kcal per mole

Cartesian coordinates (Å):
1 Br -1.786 -1.890 0.366
2 C -2.009 -0.429 -0.648
3 C -2.133 0.650 -1.232
4 S -2.434 1.984 -2.244
5 Br -2.150 3.594 -0.853
6 C 1.650 -1.296 -0.869
7 C 1.548 -0.796 0.202
8 C 1.485 -0.123 1.524
9 H 1.639 -1.705 -1.785
10 H 0.433 -0.270 1.814
11 H 2.101 -0.588 2.270
12 H 1.656 0.866 1.454

---

# C5H4BrF8NaOPt

A molecular structure, C5H4BrF8NaOPt at a distorted geometry (the ωB97M-V functional and the def2-TZVPD basis, the Open Molecules 2025 dataset).

Gap between HOMO and LUMO (spin up / spin down) = 4.11 / 4.05 eV
Max |F| = 3.8 eV/A
Spin multiplicity = 3
LUMO level (spin up / spin down) = -10.827 / -10.892 eV
Total energy = -3921.9003 hartree
Energy relative to the best compared isomer or geometry (same formula, charge and spin) = 36.24 kcal per mole
Total charge = +2

Cartesian coordinates (Å):
1 Na 14.514 17.734 3.018
2 Pt 20.290 21.595 4.488
3 Br 16.347 21.036 5.618
4 C 18.831 27.815 7.632
5 C 18.823 27.236 6.235
6 C 17.446 27.037 5.652
7 F 16.647 28.130 5.607
8 F 17.502 26.569 4.425
9 F 19.613 27.983 5.511
10 F 19.365 26.063 6.424
11 O 20.070 27.813 8.273
12 C 20.003 27.586 9.692
13 C 21.455 27.762 10.176
14 F 21.915 28.988 9.943
15 F 21.615 27.467 11.477
16 F 19.218 28.489 10.272
17 F 19.610 26.338 9.900
18 H 18.029 27.353 8.208
19 H 18.478 28.845 7.694
20 H 16.896 26.258 6.180
21 H 22.149 27.070 9.700

---

# C5H4BrN3O4S

2 unconnected molecules or ions with the total composition C5H4BrN3O4S at a distorted geometry (the ωB97M-V functional and the def2-TZVPD basis, the Open Molecules 2025 dataset).

Gap between HOMO and LUMO (spin up / spin down) = 7.47 / 7.47 eV
Max |F| = 2.9 eV/A
LUMO level (spin up / spin down) = -1.555 / -1.550 eV
Total energy = -3630.1589 hartree

Cartesian coordinates (Å):
1 C 1.786 1.684 0.354
2 C 0.810 0.722 0.672
3 C 0.487 1.056 -1.375
4 C 1.547 1.943 -0.976
5 C -2.076 0.365 1.019
6 N -0.024 0.410 -0.287
7 N -0.885 -2.286 -1.140
8 N -0.044 0.952 -2.585
9 O -0.844 -0.064 -2.675
10 O 0.360 1.554 -3.556
11 O 1.217 -1.782 -2.398
12 O -1.872 1.269 1.696
13 S -0.200 -1.885 -2.615
14 Br 2.228 3.315 -2.089
15 H 2.607 2.069 0.890
16 H 0.466 0.315 1.595
17 H -0.266 -1.859 -0.516
18 H -1.843 -2.114 -0.842

---

# C5H4BrNO

2 unconnected molecules or ions with the total composition C5H4BrNO at a distorted geometry (the ωB97M-V functional and the def2-TZVPD basis, the Open Molecules 2025 dataset).

Gap between HOMO and LUMO (spin up / spin down) = 7.10 / 7.10 eV
Max |F| = 3.8 eV/A
LUMO level (spin up / spin down) = -1.211 / -1.210 eV
Total energy = -2896.7365 hartree
Energy relative to the best compared isomer or geometry (same formula, charge and spin) = 84.61 kcal per mole

Cartesian coordinates (Å):
1 C -4.739 -0.933 0.037
2 C -0.796 -0.434 -0.064
3 C -3.897 -1.967 0.025
4 C -2.049 -0.070 -0.098
5 C 0.380 0.499 0.011
6 N -5.129 0.175 0.002
7 O -3.522 -3.072 0.039
8 Br -2.909 1.529 -0.139
9 H -0.569 -1.492 -0.049
10 H 0.100 1.494 -0.325
11 H 0.716 0.563 1.046
12 H 1.204 0.127 -0.593

---

# C5H4Cl2N2

2 unconnected molecules or ions with the total composition C5H4Cl2N2 at a distorted geometry (the ωB97M-V functional and the def2-TZVPD basis, the Open Molecules 2025 dataset).

Gap between HOMO and LUMO (spin up / spin down) = 7.05 / 7.03 eV
Max |F| = 4.0 eV/A
LUMO level (spin up / spin down) = -1.944 / -1.961 eV
Total energy = -1222.6419 hartree
Energy relative to the best compared isomer or geometry (same formula, charge and spin) = 76.29 kcal per mole

Cartesian coordinates (Å):
1 C 2.271 0.055 -0.311
2 C 2.004 0.709 0.903
3 C 1.035 -0.030 -0.935
4 C -2.323 -1.030 0.134
5 C -2.146 0.247 -0.011
6 N 0.707 0.993 0.975
7 N 0.183 0.616 -0.139
8 Cl -3.927 -1.740 0.209
9 Cl -2.906 1.674 -0.155
10 H 3.213 -0.306 -0.677
11 H 2.661 0.987 1.703
12 H 0.749 -0.426 -1.888
13 H -1.520 -1.748 0.194

---

# C5H4Cl3O2

A gas-phase ion, C5H4Cl3O2 (charge -1) at a distorted geometry (the ωB97M-V functional and the def2-TZVPD basis, the Open Molecules 2025 dataset).

Gap between HOMO and LUMO = 8.01 eV
Max |F| = 4.7 eV/A
SMILES = C=C(C(=O)[O-])C(Cl)(Cl)CCl
LUMO level = 3.097 eV
Total energy = -1723.9939 hartree
Energy relative to the best compared isomer or geometry (same formula, charge and spin) = 17.02 kcal per mole
Total charge = -1

Cartesian coordinates (Å):
1 C -0.932 -0.781 1.758
2 C -0.548 -0.545 0.528
3 C -0.943 -1.432 -0.729
4 O -1.062 -0.849 -1.802
5 O -1.071 -2.604 -0.420
6 C 0.615 0.882 0.172
7 Cl -0.560 2.251 0.497
8 Cl 1.838 0.974 1.406
9 C 1.046 0.818 -1.263
10 Cl 1.971 2.341 -1.656
11 H -0.491 -0.301 2.753
12 H -1.674 -1.440 1.976
13 H 1.662 0.026 -1.444
14 H 0.148 0.660 -1.778

---

# C5H4ClFO

A single C5H4ClFO molecule at a distorted geometry (the ωB97M-V functional and the def2-TZVPD basis, the Open Molecules 2025 dataset).

Gap between HOMO and LUMO = 10.18 eV
Max |F| = 2.0 eV/A
SMILES = F[C@@H](Cl)c1ccoc1
LUMO level = 0.898 eV
Total energy = -828.1904 hartree
Energy relative to the best compared isomer or geometry (same formula, charge and spin) = 6.42 kcal per mole

Cartesian coordinates (Å):
1 F -0.270 -2.234 1.106
2 C -0.194 -0.889 1.408
3 Cl 1.248 -0.543 2.422
4 C -0.290 -0.126 0.150
5 C -0.126 1.289 -0.094
6 C 0.232 1.353 -1.404
7 O 0.207 0.120 -1.988
8 C -0.105 -0.743 -1.038
9 H -1.030 -0.689 2.096
10 H -0.082 2.078 0.634
11 H 0.502 2.198 -2.043
12 H -0.092 -1.815 -1.247

---

# C5H4ClFO

A single C5H4ClFO molecule at a distorted geometry (the ωB97M-V functional and the def2-TZVPD basis, the Open Molecules 2025 dataset).

Gap between HOMO and LUMO = 10.35 eV
Max |F| = 1.4 eV/A
SMILES = C#C[C@]1(O)[C@H](F)[C@@H]1Cl
LUMO level = 0.729 eV
Total energy = -828.1026 hartree
Energy relative to the best compared isomer or geometry (same formula, charge and spin) = 61.57 kcal per mole

Cartesian coordinates (Å):
1 C -0.938 2.225 0.640
2 C -0.635 1.136 0.205
3 C -0.373 -0.231 -0.195
4 O -1.298 -0.879 -1.035
5 C 0.416 -1.121 0.710
6 F 0.750 -0.742 1.966
7 C 1.117 -0.583 -0.489
8 Cl 2.350 0.680 -0.382
9 H -1.238 3.194 0.968
10 H -1.560 -0.262 -1.741
11 H 0.136 -2.183 0.692
12 H 1.273 -1.233 -1.339

---

# C5H4ClI2N

A molecular structure, C5H4ClI2N at a distorted geometry (the ωB97M-V functional and the def2-TZVPD basis, the Open Molecules 2025 dataset).

Gap between HOMO and LUMO = 8.73 eV
Max |F| = 3.9 eV/A
LUMO level = -0.534 eV
Total energy = -1303.1895 hartree
Energy relative to the best compared isomer or geometry (same formula, charge and spin) = 0.00 kcal per mole

Cartesian coordinates (Å):
1 C 1.018 -0.642 0.368
2 C -0.679 -0.746 -1.864
3 C 1.362 -1.140 -0.829
4 C -0.298 -0.016 0.633
5 C -1.323 -0.401 -0.347
6 N 0.535 -1.047 -2.012
7 Cl 2.849 -1.883 -1.136
8 I -1.914 -2.443 0.227
9 I -3.000 0.976 -0.485
10 H 1.603 -0.721 1.194
11 H -1.237 -0.662 -2.794
12 H -0.751 -0.459 1.653
13 H -0.123 1.159 0.831

---

# C5H4ClNS

A single C5H4ClNS molecule at a distorted geometry (the ωB97M-V functional and the def2-TZVPD basis, the Open Molecules 2025 dataset).

Gap between HOMO and LUMO = 8.45 eV
Max |F| = 4.8 eV/A
SMILES = S=Cn1cccc1Cl
LUMO level = -0.533 eV
Total energy = -1105.9509 hartree
Energy relative to the best compared isomer or geometry (same formula, charge and spin) = 58.13 kcal per mole

Cartesian coordinates (Å):
1 S 0.266 2.294 1.452
2 C 0.099 1.333 0.164
3 N -0.215 -0.049 0.328
4 C -0.521 -0.760 1.462
5 C -0.334 -2.108 1.232
6 C 0.204 -2.249 -0.092
7 C 0.200 -1.064 -0.760
8 Cl 0.009 -0.135 -2.373
9 H 0.367 1.400 -0.986
10 H -0.788 -0.029 2.408
11 H -0.480 -2.998 1.910
12 H 0.113 -3.352 -0.540

---

# C5H4ClO2

A molecular structure, C5H4ClO2 at a distorted geometry (the ωB97M-V functional and the def2-TZVPD basis, the Open Molecules 2025 dataset).

Gap between HOMO and LUMO = 7.40 eV
Max |F| = 4.0 eV/A
LUMO level = 3.702 eV
Total energy = -803.5800 hartree
Energy relative to the best compared isomer or geometry (same formula, charge and spin) = 18.94 kcal per mole
Total charge = -1

Cartesian coordinates (Å):
1 C 0.915 -0.500 -0.862
2 C -0.297 0.223 -0.428
3 C -2.036 -0.308 -0.271
4 C 1.745 -0.272 0.188
5 C 0.573 0.390 0.848
6 O -2.684 0.354 -1.055
7 O -2.133 -1.160 0.613
8 Cl 0.655 2.090 1.445
9 H 1.068 -1.069 -1.709
10 H -0.486 1.076 -0.995
11 H 2.654 -0.637 0.496
12 H 0.025 -0.187 1.730

---

# C5H4CrO2

A molecular structure, C5H4CrO2 at a distorted geometry (the ωB97M-V functional and the def2-TZVPD basis, the Open Molecules 2025 dataset).

Gap between HOMO and LUMO (spin up / spin down) = 4.39 / 6.44 eV
Max |F| = 7.0 eV/A
Spin multiplicity = 5
LUMO level (spin up / spin down) = -12.720 / -10.831 eV
Total energy = -1386.7857 hartree
Energy relative to the best compared isomer or geometry (same formula, charge and spin) = 143.81 kcal per mole
Total charge = +2

Cartesian coordinates (Å):
1 O -2.493 0.408 0.287
2 C -1.624 -0.264 -0.560
3 H -2.075 1.044 0.873
4 H -1.679 0.543 -1.537
5 H -1.882 -1.339 -0.559
6 C -0.155 -0.207 -0.685
7 C 0.463 -0.576 0.645
8 H 0.256 -1.255 1.473
9 C 0.497 1.017 -0.686
10 C 1.543 0.279 0.342
11 O 2.748 0.394 0.519
12 Cr 4.399 -0.043 -0.111

---

# C5H4CsO4

A molecular structure, C5H4CsO4 at a distorted geometry (the ωB97M-V functional and the def2-TZVPD basis, the Open Molecules 2025 dataset).

Gap between HOMO and LUMO (spin up / spin down) = 6.30 / 5.84 eV
Max |F| = 5.1 eV/A
Spin multiplicity = 2
LUMO level (spin up / spin down) = -9.330 / -9.330 eV
Total energy = -513.1084 hartree
Energy relative to the best compared isomer or geometry (same formula, charge and spin) = 34.31 kcal per mole
Total charge = +2

Cartesian coordinates (Å):
1 C -6.417 0.003 -0.088
2 C -6.282 -0.405 1.046
3 H -6.481 1.165 -0.003
4 H -2.297 0.507 1.247
5 O -1.201 -1.298 0.532
6 C -0.623 -0.058 0.520
7 O 0.513 0.133 0.170
8 O -1.415 0.850 0.978
9 Cs 3.166 2.672 -0.916
10 C -0.035 -2.862 1.299
11 C -0.352 -2.373 0.136
12 O 0.631 -3.369 2.190
13 H -0.410 -2.992 -0.766
14 H 0.340 -4.257 2.500

---

# C5H4F2

2 unconnected molecules or ions with the total composition C5H4F2 at a distorted geometry (the ωB97M-V functional and the def2-TZVPD basis, the Open Molecules 2025 dataset).

Gap between HOMO and LUMO = 10.64 eV
Max |F| = 3.6 eV/A
SMILES = C=C=C(F)F.C#C
LUMO level = 0.569 eV
Total energy = -392.4750 hartree
Energy relative to the best compared isomer or geometry (same formula, charge and spin) = 87.60 kcal per mole

Cartesian coordinates (Å):
1 C -2.320 -1.085 -0.127
2 C -1.631 0.035 -0.026
3 C -0.820 1.014 -0.044
4 F -0.044 1.388 -1.080
5 F -0.530 1.900 0.950
6 H -3.422 -1.027 -0.392
7 H -1.933 -1.987 0.202
8 C 3.004 -0.319 -0.294
9 C 2.361 0.200 0.565
10 H 3.429 -1.094 -0.869
11 H 1.905 0.975 1.115

---

# C5H4F2O2

A single C5H4F2O2 molecule at a distorted geometry (the ωB97M-V functional and the def2-TZVPD basis, the Open Molecules 2025 dataset).

Gap between HOMO and LUMO = 9.80 eV
Max |F| = 5.2 eV/A
SMILES = O=C/C(C=C(F)F)=C/O
LUMO level = 0.449 eV
Total energy = -543.0460 hartree
Energy relative to the best compared isomer or geometry (same formula, charge and spin) = 22.21 kcal per mole

Cartesian coordinates (Å):
1 O 2.449 0.746 1.279
2 C 1.405 1.123 0.718
3 C 0.536 0.144 0.063
4 C -0.840 0.530 -0.672
5 C -2.097 0.298 -0.212
6 F -2.424 0.098 1.081
7 F -3.178 0.304 -0.951
8 C 1.136 -1.072 0.133
9 O 0.640 -2.108 -0.462
10 H 1.166 2.197 0.690
11 H -0.715 0.982 -1.565
12 H 2.187 -1.318 0.536
13 H -0.264 -1.925 -0.636